Record 1
ORCA calculation (ωB97M-V with the def2-TZVPD basis set) on the molecule C6H10 in a non-equilibrium geometry.

## Properties
Molecular weight (Da): 82.15
Highest occupied orbital energy (eV): -9.04
Kohn-Sham gap (eV): 10.23
Energy relative to the best compared isomer or geometry (same formula, charge and spin) (kJ/mol): 278.6
SMILES: C[C@@H]1C=CCC1
Calculated total energy (eV): -6380.97189

Atoms and positions in Å:
C  -0.538  -0.905  0.003
H  -0.595  -1.812  -0.599
C  1.969  -0.441  0.096
C  -1.769  -0.062  -0.112
H  0.938  2.156  0.250
C  0.609  0.018  -0.410
H  0.636  0.079  -1.509
H  2.213  -1.435  -0.293
C  0.182  1.377  0.137
H  1.973  -0.494  1.191
H  -0.406  -1.191  1.056
H  -2.645  -0.481  0.439
H  -2.111  0.136  -1.136
C  -1.107  1.466  0.412
H  -2.112  1.340  0.689
H  2.761  0.248  -0.214

Record 2
ORCA calculation (ωB97M-V with the def2-TZVPD basis set) on the molecule C6H10 in a non-equilibrium geometry.

## Properties
Molecular weight (Da): 82.15
Highest occupied orbital energy (eV): -8.58
Kohn-Sham gap (eV): 9.63
Energy relative to the best compared isomer or geometry (same formula, charge and spin) (kJ/mol): 393.9
SMILES: C#CCC(C)C
Calculated total energy (eV): -6379.77738

Atoms and positions in Å:
H  -1.339  -2.032  0.233
C  1.319  0.781  0.655
H  -1.593  -0.238  -1.783
C  -0.650  0.165  -1.385
H  -1.652  0.302  0.529
C  -0.689  0.038  0.145
H  -0.242  -1.663  1.561
C  -0.427  -1.467  0.501
H  0.391  -1.938  -0.068
H  -0.218  1.172  2.171
H  0.166  -0.397  -1.863
C  0.162  1.376  1.169
H  0.219  2.502  1.090
H  3.118  -0.059  -0.088
H  -0.562  1.204  -1.699
C  2.105  0.227  -0.090

Record 3
ORCA calculation (ωB97M-V with the def2-TZVPD basis set) on the molecule C6H10 in a non-equilibrium geometry.

## Properties
Molecular weight (Da): 82.15
Highest occupied orbital energy (eV): -8.89
Kohn-Sham gap (eV): 9.97
Energy relative to the best compared isomer or geometry (same formula, charge and spin) (kJ/mol): 242.9
SMILES: C=CCCC=C
Calculated total energy (eV): -6381.34151

Atoms and positions in Å:
C  0.506  0.233  -2.202
H  0.199  0.801  2.226
C  -0.273  0.401  -1.139
H  0.077  -0.027  -3.154
C  0.313  -0.789  0.893
H  -1.338  0.191  -1.227
H  -0.468  2.306  -0.321
C  -0.361  -1.890  1.193
H  1.399  -0.817  0.830
H  -1.330  0.441  1.400
C  0.073  1.374  -0.102
H  -1.448  -1.922  1.175
H  1.143  1.609  -0.146
H  0.167  -2.784  1.461
C  -0.245  0.500  1.268
H  1.585  0.374  -2.156

Record 4
ORCA calculation (ωB97M-V with the def2-TZVPD basis set) on the molecule C6H10.

## Properties
Molecular weight (Da): 82.15
Highest occupied orbital energy (alpha / beta) (eV): -7.31 / -7.30
Kohn-Sham gap (alpha / beta) (eV): 7.18 / 7.17
Energy relative to the best compared isomer or geometry (same formula, charge and spin) (kJ/mol): 507.6
Calculated total energy (eV): -6378.59898

Atoms and positions in Å:
H  0.868  -0.837  1.015
H  -1.939  -2.361  -0.894
H  -2.765  -0.829  -0.415
C  -1.878  -1.459  -0.278
C  0.777  0.198  0.667
C  -0.544  0.681  -0.306
H  -0.751  2.565  0.473
H  -1.868  -1.777  0.774
C  2.055  0.659  -0.007
H  0.497  0.784  1.544
H  2.012  1.735  -0.191
C  -0.669  -0.657  -0.622
H  0.171  -1.179  -1.082
C  -1.090  1.884  -0.320
H  2.196  0.162  -0.974
H  2.928  0.431  0.615

Among the records above, which one has the highest energy relative to the best compared isomer or geometry (same formula, charge and spin)? number 4